This record from the OMol25 dataset describes C48H56BiBrFN8O4 as an isolated structure in a non-equilibrium geometry. The level of theory is ωB97M-V/def2-TZVPD.

Output
- Orbital gap: 4.473 eV
- Relative energy (zero: lowest compared OMol25 entry of this formula, charge and spin): 0.0 kJ/mol
- LUMO energy: 1.69 eV
- DFT total energy: -5490.0653 Eh
- Total charge: -1

CARTESIAN COORDINATES (ANGSTROEM)
H: -7.26 1.49 0.80
H: 1.77 1.12 2.22
H: 2.18 -0.42 -4.85
H: -1.08 1.32 -3.69
H: -0.54 -2.18 2.71
C: 0.48 -0.28 -3.51
H: -3.69 -0.88 3.44
C: 1.78 4.03 -2.09
H: 4.89 1.72 -0.71
C: 0.10 -4.51 -2.86
O: 2.78 -0.94 1.69
H: 2.83 -3.23 0.21
H: -8.26 3.02 -0.89
H: -1.68 -0.25 -4.20
H: -2.38 -2.09 3.52
N: -0.42 2.37 2.19
C: 3.49 -3.86 3.75
H: 5.34 1.61 5.98
H: -1.41 0.09 -2.46
H: 3.12 -4.95 0.55
C: -4.87 3.88 0.89
C: 1.03 -2.41 -2.07
H: -2.23 -0.68 2.51
F: 2.48 1.09 -0.11
C: -3.53 -2.12 1.69
C: -4.64 -2.92 1.99
H: -2.39 -2.52 -2.29
H: -0.64 -4.69 0.03
N: -0.29 4.32 -2.81
C: 3.00 2.20 3.56
H: -0.30 -2.09 -5.18
H: 0.43 -5.92 0.73
C: -6.61 4.42 -0.72
H: -1.24 4.35 -4.68
C: -3.47 -2.34 -2.09
C: 1.01 4.15 -3.26
N: 0.25 -1.49 2.69
H: 0.60 -4.21 1.23
H: 0.67 0.08 3.74
H: 0.59 -0.23 -5.73
C: -4.93 -3.30 -0.33
C: 3.60 1.77 4.76
C: -2.84 -2.02 0.39
C: -7.27 3.24 -0.43
H: 3.13 -3.58 4.76
H: 2.87 3.92 -2.01
C: -5.35 -3.52 0.98
C: -5.41 4.73 -0.08
H: -4.08 -3.02 -2.72
H: 1.31 4.24 -4.30
C: -1.46 4.66 -3.63
O: 3.60 -2.70 2.84
H: 1.55 -5.63 -1.23
H: 1.36 1.17 -4.92
H: 3.54 -2.69 -2.54
C: 2.85 -1.01 -1.33
C: 4.61 0.73 -1.10
C: -0.26 4.27 -1.43
C: -2.57 3.13 1.45
C: -6.78 2.43 0.57
C: 1.19 0.08 -4.84
H: -0.79 -4.49 -4.82
C: 2.60 -1.87 2.51
H: 6.53 0.34 -2.03
C: 0.82 -3.81 -1.89
H: 0.59 3.42 3.57
H: -4.93 5.72 -0.26
C: -0.97 0.23 -3.46
N: -1.68 -1.64 0.12
H: -3.28 5.13 1.71
C: -5.63 2.74 1.24
O: 1.15 0.84 4.19
H: -1.12 4.41 -0.76
C: 5.69 2.78 4.15
H: 3.56 -4.25 -1.05
C: 1.63 1.68 3.15
H: -0.05 -5.58 -2.67
H: -1.69 5.78 -3.61
C: -3.78 -2.57 -0.66
C: 0.40 -4.85 0.37
C: 3.30 0.25 -0.87
H: 5.70 3.92 2.32
H: 1.02 0.24 -2.70
H: -5.29 2.09 2.04
H: 2.99 1.13 5.41
H: -4.93 -3.04 3.02
C: 3.81 -1.73 -2.09
O: 3.28 3.55 1.55
H: -6.23 -4.14 1.20
C: -3.54 4.12 1.39
N: 0.96 4.11 -0.99
C: 1.42 -4.65 -0.77
C: -2.95 -1.42 2.86
C: 3.77 3.00 2.68
C: -0.07 -2.58 -4.24
H: 2.83 -4.59 3.28
N: 1.39 -2.24 3.03
H: 1.33 -2.91 3.81
H: -3.68 -1.31 -2.42
N: 0.77 2.77 2.76
H: -5.51 -3.76 -1.12
H: 2.32 3.27 1.46
C: 0.51 -1.79 -3.25
C: 5.10 -1.29 -2.30
H: 6.76 2.89 4.41
C: 2.80 -4.23 -0.23
N: 1.59 -1.54 -1.07
Bi: 0.22 -0.60 0.52
H: -1.17 4.27 2.64
C: 5.12 3.28 3.00
H: 4.49 -4.30 3.84
H: -2.31 4.12 -3.22
C: 4.92 2.04 5.06
C: 5.53 -0.06 -1.80
H: 5.79 -1.89 -2.87
C: -1.36 3.29 2.17
C: -0.34 -3.91 -4.02
H: -7.04 5.15 -1.43
Br: -2.85 1.55 0.40